# 1
An isolated molecule of C6H9N. Source: OMol25; level of theory: ωB97M-V/def2-TZVPD.

The geometry in XYZ format:
```
16
Properties=species:S:1:pos:R:3:mulliken_charge:R:1
C -1.480 -0.955 0.509 -0.92
N -0.602 -0.249 -0.430 -0.27
C 0.810 -0.685 -0.459 0.09
C 1.072 -0.040 -1.815 -0.61
C -0.407 1.189 -0.137 -0.63
C 0.746 1.217 0.851 -0.36
C 1.473 0.117 0.661 -0.54
H -1.155 -0.864 1.560 0.34
H -2.488 -0.533 0.415 0.31
H -1.540 -2.021 0.250 0.33
H 0.924 -1.778 -0.425 0.47
H 0.525 -0.655 -2.540 0.20
H 0.010 1.570 -1.066 0.34
H -1.328 1.717 0.110 0.42
H 0.995 2.097 1.431 0.43
H 2.441 -0.126 1.085 0.40
```

Properties
2S+1 = 1
Kohn-Sham gap (spin up / spin down) = 8.2 / 8.2 eV
relative energy (zero: lowest compared OMol25 entry of this formula, charge and spin) = 563.05 kJ/mol
total energy = -7852.3240 eV
M = 95.14 g/mol

=====

# 2
An isolated molecule of C4H8FNO at a distorted geometry. Source: OMol25; level of theory: ωB97M-V/def2-TZVPD.

The geometry in XYZ format:
```
15
Properties=species:S:1:pos:R:3:mulliken_charge:R:1
N 1.975 -0.521 -1.059 -0.62
C 0.683 -0.895 -0.389 0.77
F 0.291 -2.262 -0.861 -0.36
C -0.360 0.183 -0.851 -0.73
C -1.258 0.250 0.315 -0.54
C -0.232 0.165 1.505 -0.42
O 0.707 -0.805 1.058 -0.41
H 2.674 -0.351 -0.352 0.25
H 2.308 -1.343 -1.626 0.27
H -0.883 0.096 -1.773 0.36
H 0.317 1.099 -1.045 0.26
H -1.731 1.203 0.437 0.36
H -1.998 -0.587 0.404 0.26
H 0.134 1.155 1.579 0.32
H -0.620 -0.195 2.578 0.23
```

Properties
2S+1 = 1
Kohn-Sham gap = 11.1 eV
relative energy (zero: lowest compared OMol25 entry of this formula, charge and spin) = 55.85 kJ/mol
SMILES string = N[C@]1(F)CCCO1
total energy = -10531.9248 eV
M = 105.11 g/mol

=====

# 3
A 12-piece molecular cluster, C12H48N24O12 overall at a distorted geometry. Source: OMol25; level of theory: ωB97M-V/def2-TZVPD.

The geometry in XYZ format:
```
96
Properties=species:S:1:pos:R:3:mulliken_charge:R:1
N 2.514 -7.381 -0.288 -0.40
C 2.097 -6.454 -1.129 0.64
N 3.094 -5.758 -1.647 -0.44
O 0.965 -6.331 -1.461 -0.63
H 1.776 -7.890 0.179 0.23
H 3.487 -7.404 -0.020 0.18
H 2.789 -5.250 -2.465 0.23
H 3.914 -5.565 -1.090 0.19
N -0.132 -1.587 0.548 -0.36
C -0.361 -0.505 -0.105 0.66
N 0.007 -0.487 -1.330 -0.36
O -1.052 0.364 0.397 -0.71
H -0.122 -1.494 1.554 0.22
H 0.257 -2.417 0.124 0.15
H 0.585 -1.147 -1.830 0.18
H -0.138 0.438 -1.708 0.22
N -2.004 0.336 -6.839 -0.47
C -1.735 1.589 -7.207 0.59
N -2.760 2.367 -7.042 -0.37
O -0.703 1.851 -7.859 -0.67
H -2.599 0.214 -6.033 0.22
H -1.214 -0.294 -6.825 0.25
H -3.594 2.037 -6.578 0.20
H -2.541 3.342 -7.186 0.24
N -4.968 -2.450 2.861 -0.36
C -5.161 -3.734 2.778 0.67
N -4.971 -4.237 1.590 -0.35
O -5.582 -4.358 3.713 -0.67
H -4.561 -1.920 2.103 0.15
H -5.252 -1.970 3.704 0.20
H -4.499 -3.651 0.916 0.15
H -5.239 -5.160 1.281 0.20
N -0.941 -0.725 7.963 -0.37
C -0.201 -1.427 7.160 0.65
N -0.333 -2.725 7.335 -0.33
O 0.516 -0.928 6.282 -0.69
H -1.630 -1.193 8.536 0.17
H -0.983 0.274 7.822 0.22
H -0.971 -2.943 8.087 0.13
H 0.177 -3.508 6.952 0.20
N 4.336 -4.842 4.908 -0.41
C 5.172 -5.813 5.114 0.63
N 5.426 -5.899 6.355 -0.36
O 5.816 -6.376 4.264 -0.65
H 4.033 -4.707 3.954 0.20
H 4.294 -4.031 5.509 0.20
H 6.145 -6.535 6.669 0.22
H 4.952 -5.208 6.919 0.17
N -7.264 2.287 -3.004 -0.39
C -6.140 1.721 -2.651 0.66
N -5.665 2.259 -1.580 -0.38
O -5.565 0.806 -3.204 -0.67
H -7.605 1.962 -3.897 0.23
H -7.689 3.030 -2.469 0.17
H -6.335 2.780 -1.033 0.16
H -4.806 1.948 -1.149 0.22
N 2.893 -2.782 -8.470 -0.41
C 3.191 -3.048 -7.217 0.65
N 4.458 -3.280 -7.037 -0.36
O 2.356 -2.949 -6.342 -0.66
H 3.534 -3.074 -9.193 0.17
H 1.931 -2.630 -8.737 0.22
H 5.071 -3.298 -7.840 0.16
H 4.779 -3.587 -6.130 0.22
N 4.525 1.835 -3.555 -0.39
C 5.319 2.293 -4.472 0.68
N 4.819 3.168 -5.181 -0.37
O 6.521 2.085 -4.595 -0.71
H 4.864 1.225 -2.825 0.22
H 3.673 2.347 -3.379 0.15
H 5.595 3.619 -5.644 0.23
H 3.870 3.503 -5.100 0.18
N -1.690 6.296 -2.689 -0.37
C -0.393 6.320 -2.811 0.64
N 0.139 7.462 -2.460 -0.40
O 0.285 5.357 -3.148 -0.66
H -2.211 7.143 -2.511 0.16
H -2.190 5.430 -2.835 0.21
H 1.132 7.477 -2.277 0.24
H -0.471 8.106 -1.977 0.18
N -3.382 4.029 5.085 -0.39
C -4.631 3.966 5.422 0.65
N -4.818 4.445 6.595 -0.39
O -5.552 3.498 4.695 -0.70
H -3.186 3.660 4.166 0.21
H -2.667 4.383 5.705 0.17
H -4.041 5.053 6.810 0.19
H -5.769 4.465 6.934 0.25
N 2.412 4.168 3.327 -0.37
C 3.367 4.499 4.136 0.66
N 3.572 3.532 4.968 -0.39
O 4.103 5.480 3.992 -0.68
H 1.995 3.250 3.395 0.18
H 2.310 4.738 2.499 0.21
H 2.929 2.772 5.135 0.17
H 4.322 3.743 5.611 0.22
```

Properties
2S+1 = 1
Kohn-Sham gap = 9.1 eV
relative energy (zero: lowest compared OMol25 entry of this formula, charge and spin) = 971.73 kJ/mol
SMILES string = NC(N)=O.NC(N)=O.NC(N)=O.NC(N)=O.NC(N)=O.NC(N)=O.NC(N)=O.NC(N)=O.NC(N)=O.NC(N)=O.NC(N)=O.NC(N)=O
total energy = -73560.2916 eV
M = 720.67 g/mol

=====

# 4
An isolated molecule of C4H7NO. Source: OMol25; level of theory: ωB97M-V/def2-TZVPD.

The geometry in XYZ format:
```
13
Properties=species:S:1:pos:R:3:mulliken_charge:R:1
O -2.411 -0.452 0.293 -0.52
C -1.672 -0.220 -0.633 0.08
N -0.309 -0.476 -0.691 -0.16
C 0.360 -1.006 0.520 -0.47
C 1.197 0.283 0.625 -0.39
C 0.372 0.849 -0.544 -0.50
H -1.991 0.324 -1.543 0.40
H -0.346 -1.189 1.334 0.27
H 0.929 -1.919 0.318 0.25
H 1.079 0.837 1.558 0.23
H 2.257 0.157 0.403 0.25
H 0.881 1.210 -1.441 0.28
H -0.346 1.603 -0.199 0.28
```

Properties
2S+1 = 1
Kohn-Sham gap = 10.8 eV
relative energy (zero: lowest compared OMol25 entry of this formula, charge and spin) = 170.45 kJ/mol
SMILES string = O=CN1CCC1
total energy = -7797.8779 eV
M = 85.11 g/mol

=====

# 5
A 9-piece molecular cluster, C19H56O9 overall at a distorted geometry. Source: OMol25; level of theory: ωB97M-V/def2-TZVPD.

The geometry in XYZ format:
```
84
Properties=species:S:1:pos:R:3:mulliken_charge:R:1
C -2.557 -0.242 0.055 -1.49
C -1.071 -0.378 0.168 0.89
C -0.699 -1.870 -0.102 -0.84
O -0.434 0.317 -0.614 2.14
H -3.007 -0.760 -0.837 0.48
H -2.833 0.836 -0.065 -0.05
H -3.045 -0.603 0.969 0.42
H -0.822 -0.062 1.220 -0.41
H -1.395 -2.523 0.445 0.51
H 0.330 -2.160 0.180 -0.17
H -0.852 -2.046 -1.179 0.19
H 0.473 0.336 -0.336 -0.96
C 1.817 -3.178 -1.880 -0.94
C 3.140 -3.858 -2.356 0.25
C 4.129 -2.794 -2.864 -1.15
O 3.757 -4.549 -1.524 -0.52
H 1.223 -2.848 -2.726 0.54
H 2.054 -2.313 -1.294 -0.06
H 1.176 -3.946 -1.397 0.33
H 2.939 -4.506 -3.186 0.40
H 3.636 -2.174 -3.625 0.32
H 5.062 -3.249 -3.230 0.36
H 4.459 -2.212 -2.006 0.18
H 3.599 -4.204 -0.633 0.39
C 1.970 -1.117 2.721 -0.90
C 1.007 -0.886 3.900 1.02
C -0.018 -2.000 4.142 -1.31
O 1.579 -0.615 4.964 -0.57
H 2.741 -0.332 2.650 0.35
H 1.528 -1.073 1.724 -0.19
H 2.372 -2.164 2.746 0.31
H 0.445 -0.039 3.527 -0.19
H -0.764 -2.111 3.384 0.19
H -0.582 -1.730 5.034 0.40
H 0.471 -2.950 4.164 0.34
H 0.918 -0.226 5.566 0.42
C -0.413 1.906 -3.520 -0.71
C -1.668 1.032 -3.533 0.98
C -2.289 0.860 -4.898 -1.64
O -1.729 -0.088 -2.957 -0.62
H 0.405 1.248 -3.660 0.28
H -0.328 2.324 -2.441 -0.25
H -0.346 2.757 -4.182 0.49
H -2.307 1.631 -2.901 -0.15
H -1.726 0.092 -5.358 0.44
H -2.056 1.814 -5.499 0.33
H -3.384 0.660 -4.935 0.37
H -1.400 0.052 -2.081 0.04
C -1.999 3.792 -1.011 -0.62
C -2.861 4.391 0.125 0.44
C -4.093 3.596 0.317 -1.37
O -2.300 4.546 1.229 -0.45
H -2.542 3.950 -1.921 0.65
H -1.963 2.715 -1.020 -0.43
H -1.009 4.231 -0.965 0.32
H -3.219 5.395 -0.199 0.22
H -4.506 3.357 -0.694 0.34
H -4.851 4.228 0.783 0.41
H -3.944 2.703 0.880 0.15
H -1.634 5.253 1.081 0.41
C -2.751 1.253 3.158 -0.02
O -2.876 2.393 3.984 -0.57
H -2.133 0.491 3.644 0.24
H -2.293 1.466 2.230 -0.39
H -3.728 0.789 3.018 0.41
H -2.042 2.845 3.862 0.35
C 0.367 3.044 1.294 -0.32
O 1.033 1.873 1.708 -0.35
H -0.656 2.931 1.704 0.00
H 0.234 3.173 0.215 -0.02
H 0.879 3.941 1.660 0.38
H 1.792 1.740 1.176 0.21
C 2.316 -4.853 1.766 -0.51
O 3.509 -4.240 1.345 -0.58
H 1.956 -4.452 2.706 0.23
H 2.337 -5.910 1.680 0.42
H 1.577 -4.579 1.018 0.11
H 4.267 -4.800 1.615 0.29
C 2.534 0.997 -1.632 -0.68
O 2.292 0.387 -0.395 -0.58
H 2.297 0.374 -2.508 0.13
H 3.567 1.343 -1.712 0.45
H 1.970 1.915 -1.597 0.23
H 2.958 -0.316 -0.252 0.22
```

Properties
2S+1 = 1
Kohn-Sham gap = 9.5 eV
relative energy (zero: lowest compared OMol25 entry of this formula, charge and spin) = 814.94 kJ/mol
SMILES string = CC(C)O.CC(C)O.CC(C)O.CC(C)O.CC(C)O.CO.CO.CO.CO
total energy = -39031.3605 eV
M = 428.65 g/mol